(1)
20
Properties=species:S:1:pos:R:3:forces:R:3 method="wB97M-V/def2-TZVPD" charge=+1 gap_ev=10.16 lumo_ha=-0.1077 relative_energy_kcal_mol=9.7
N 0.302 1.225 -0.445 0.13 -0.87 -0.64
C 0.053 -0.139 0.187 -2.03 1.22 1.57
C 1.249 -0.996 0.346 0.98 -0.90 -0.52
S 1.746 -1.727 -1.254 0.28 -0.95 0.22
C -0.563 0.089 1.618 0.89 1.00 0.20
N -1.609 1.110 1.593 -0.08 -0.74 -0.44
H -0.548 1.787 -0.339 0.13 0.22 1.07
H 1.133 1.572 0.028 -0.19 0.83 -0.22
H 0.390 1.213 -1.502 0.44 -0.90 0.87
H -0.794 -0.562 -0.362 0.66 -0.27 -0.34
H 2.139 -0.552 0.843 -0.61 0.30 -0.57
H 1.002 -1.797 1.042 -0.16 -0.13 -0.18
H 1.142 -2.943 -1.088 0.30 0.66 -0.04
H 0.197 0.466 2.327 0.12 -0.31 -0.45
H -0.840 -0.899 2.012 -0.27 0.28 -0.22
H -1.501 1.776 2.342 -0.15 -0.04 0.11
H -2.517 0.671 1.659 -0.15 0.32 0.01
H 0.158 -0.721 -3.015 0.28 0.24 0.20
H -1.041 0.225 -3.135 0.88 0.18 0.06
O -0.097 0.201 -2.857 -1.45 -0.14 -0.73



(2)
61
Properties=species:S:1:pos:R:3:forces:R:3 method="wB97M-V/def2-TZVPD" charge=+3 gap_ev="6.09 / 2.51" lumo_ha="-0.4114 / -0.4922" multiplicity=5 s2=6.38
Pm 0.645 1.151 -1.779 0.82 -0.38 0.61
P 2.331 -1.060 -0.535 1.90 -0.55 -0.67
P -0.949 -0.973 1.023 -0.66 -0.62 1.43
P 0.858 2.302 1.160 -0.28 1.06 2.00
H 0.470 4.377 -5.932 0.48 0.68 0.25
C 1.418 4.611 -5.411 -0.54 -0.46 1.68
C 1.659 3.803 -4.330 1.22 -0.10 -0.40
H 0.831 3.131 -3.943 0.76 0.32 -0.90
C 2.725 -2.500 -1.654 0.26 0.13 0.01
C 2.606 -1.858 1.083 -0.09 0.13 0.28
C 3.909 -0.044 -0.751 -0.24 -0.13 0.04
C -2.700 -0.779 1.537 -0.33 0.91 -0.01
C -1.129 -2.808 0.907 0.23 0.06 -0.39
C -0.376 -1.036 2.796 0.18 0.33 -0.09
C 1.443 4.025 1.066 0.11 0.42 -1.66
C 2.021 1.767 2.483 0.52 -0.50 -0.09
C -0.594 2.731 2.268 -0.79 0.27 -1.19
H 1.946 5.564 -5.708 -0.01 -1.77 0.12
H 2.682 3.586 -3.828 -1.82 1.18 -0.71
H 2.688 -2.211 -2.716 -0.10 -0.12 0.30
H 2.015 -3.314 -1.471 0.00 0.17 -0.13
H 3.743 -2.909 -1.462 -0.63 0.44 0.05
H 1.823 -2.599 1.271 0.03 0.33 0.11
H 2.657 -1.102 1.874 -0.24 -0.22 -0.04
H 3.544 -2.413 1.117 0.13 0.13 -0.33
H 3.947 0.449 -1.748 -0.12 -0.10 0.57
H 4.780 -0.725 -0.742 -0.36 0.32 0.18
H 4.006 0.705 0.068 0.01 -0.45 -0.66
H -2.823 -1.424 2.426 -0.33 0.29 -0.62
H -3.388 -1.056 0.734 -0.04 -0.06 0.18
H -2.916 0.261 1.839 0.01 -0.38 -0.07
H -1.548 -3.080 1.894 0.20 -0.22 -0.74
H -0.159 -3.306 0.759 -0.51 -0.05 -0.08
H -1.849 -3.038 0.105 0.41 -0.24 0.33
H -1.103 -1.746 3.251 0.74 0.69 0.07
H -0.449 -0.035 3.269 0.11 -0.79 -0.11
H 0.635 -1.455 2.881 -0.30 0.28 0.15
H 1.154 4.587 1.934 -0.08 0.18 0.39
H 1.025 4.530 0.168 0.29 -0.07 0.47
H 2.524 4.054 0.999 0.29 0.05 -0.22
H 2.281 2.622 3.125 -0.21 -0.14 -0.31
H 2.950 1.389 2.035 -0.16 0.09 0.22
H 1.603 0.991 3.130 0.00 0.01 -0.25
H -0.381 3.688 2.769 0.01 -0.50 -0.11
H -0.796 1.984 3.023 -0.12 -0.20 -0.03
H -1.506 2.898 1.635 0.62 -0.24 0.76
C -2.663 3.320 -1.830 0.32 -1.05 -0.69
C -2.194 3.473 -3.130 0.96 0.07 -0.26
C -1.538 4.657 -3.332 -0.57 -2.14 -1.92
C -1.718 5.758 -2.519 1.38 1.44 -1.53
C -2.535 5.718 -1.443 -0.96 -0.52 1.11
C -2.965 4.430 -1.068 -0.70 3.10 1.57
Se -2.134 1.707 -0.967 0.90 1.54 0.77
H -0.720 2.907 -0.652 -1.71 -2.12 0.12
H -1.994 2.627 -3.769 -0.32 -0.08 -0.20
H -0.949 4.654 -4.228 0.40 0.65 -0.11
H -1.198 6.639 -2.896 -0.38 0.24 0.54
H -2.772 6.688 -1.000 -0.21 -0.76 0.62
H -3.491 4.336 -0.130 -0.24 -0.21 0.12
O -0.739 -2.299 -2.225 1.64 4.50 1.79
C -0.369 -1.246 -1.881 -1.93 -4.85 -2.32



(3)
10
Properties=species:S:1:pos:R:3:forces:R:3 method="wB97M-V/def2-TZVPD" charge=-1 gap_ev="6.97 / 6.97" lumo_ha="0.1548 / 0.1548" relative_energy_kcal_mol=121.5
C -2.018 0.323 -0.236 0.68 0.07 -3.40
C 1.155 0.179 0.506 0.89 -3.67 0.62
C -0.877 -0.427 -0.561 2.33 0.02 -1.36
N 2.188 0.876 0.144 -0.54 1.38 0.43
O -1.906 -0.668 0.543 -0.57 -2.64 3.70
O -2.808 1.186 -0.439 -1.29 1.67 0.19
F 3.262 0.210 -0.571 -0.99 -0.83 0.02
H 0.627 0.621 1.358 -0.21 0.22 -0.77
H 1.096 -0.997 0.535 0.66 2.42 -0.13
H -0.718 -1.302 -1.280 -0.97 1.35 0.70



(4)
85
Properties=species:S:1:pos:R:3:forces:R:3 method="wB97M-V/def2-TZVPD" gap_ev=7.26 lumo_ha=-0.0637 smiles="C#Cc1c(C(=O)C(F)(F)C(F)(F)C(F)(F)C(=O)O)cc2c(c1C=C)C(=O)c1c(cc(CCCBr)c([PH2]=S)c1CC(=O)Br)C2=O.c1ccccc1.c1ccccc1"
C 3.833 -4.359 2.938 -0.32 0.10 0.18
C 3.076 -4.068 2.045 0.05 1.17 -0.18
C 2.215 -3.337 1.095 0.33 -0.84 0.34
C 2.741 -2.389 0.173 -1.23 0.05 -0.80
C 4.221 -2.028 0.128 -0.85 0.04 0.69
O 4.887 -2.085 1.126 0.21 0.11 -0.38
C 4.961 -1.524 -1.156 0.44 -0.59 -0.40
F 4.171 -1.382 -2.254 0.14 0.08 0.58
F 5.896 -2.470 -1.485 -0.49 0.44 0.40
C 5.749 -0.185 -0.972 0.34 0.50 -0.78
F 6.757 -0.276 -0.079 -0.71 -0.26 -0.10
F 6.333 0.082 -2.176 -0.37 -0.37 0.56
C 4.855 1.065 -0.619 -0.33 1.17 0.32
F 5.010 1.995 -1.595 -0.11 -0.58 0.50
F 3.512 0.791 -0.564 0.59 -0.46 0.02
C 5.268 1.782 0.718 0.44 0.98 0.76
O 6.198 2.526 0.710 -0.10 -0.60 -0.44
O 4.568 1.604 1.884 -0.27 -0.21 -1.06
C 1.788 -1.767 -0.688 0.34 -0.15 0.02
C 0.428 -2.067 -0.615 -0.45 -0.21 0.21
C -0.099 -2.999 0.328 0.53 0.67 -0.31
C 0.818 -3.649 1.172 0.61 -0.15 0.56
C 0.337 -4.687 2.175 0.24 0.13 -0.31
C -0.232 -4.406 3.352 0.06 -0.24 0.02
C -1.626 -3.232 0.365 0.89 0.55 -0.31
O -2.074 -4.311 0.652 -0.36 0.27 0.03
C -2.471 -2.021 -0.022 -0.06 0.72 -0.25
C -1.944 -1.108 -0.969 1.11 -0.33 -0.20
C -2.578 0.063 -1.392 -1.11 -0.58 0.93
C -3.847 0.380 -0.841 -0.07 -0.76 -0.26
C -4.484 1.727 -1.305 1.35 0.03 0.65
C -4.039 2.824 -0.256 0.49 -0.56 0.11
C -2.489 3.034 -0.223 -0.19 0.16 -0.01
Br -1.662 2.056 1.299 -0.12 0.28 -0.54
C -4.422 -0.564 0.102 -0.08 0.60 -1.34
P -6.085 -0.126 0.805 0.65 0.76 1.37
S -5.869 0.748 2.542 0.00 -0.14 0.02
C -3.747 -1.749 0.509 -0.57 0.18 -0.13
C -4.410 -2.704 1.514 -0.03 -0.30 0.20
C -4.853 -4.042 0.857 0.59 0.26 -0.03
O -5.250 -4.155 -0.249 -0.06 0.21 0.24
Br -4.704 -5.658 1.982 -0.15 0.53 0.02
C -0.548 -1.386 -1.564 -0.47 -0.06 0.92
O -0.265 -1.048 -2.685 0.17 0.11 0.18
H 4.439 -4.501 3.825 -0.29 -0.20 -0.74
H 3.643 1.880 1.771 0.07 -0.44 -0.03
H 2.089 -1.011 -1.428 -0.12 -0.57 0.44
H 0.489 -5.744 1.887 -0.89 0.65 -0.33
H 0.026 -3.519 3.949 -0.86 0.09 -0.76
H -0.958 -5.127 3.760 1.06 0.05 0.36
H -2.097 0.728 -2.118 -0.20 -0.48 0.25
H -4.001 1.995 -2.268 -0.51 -0.28 0.40
H -5.576 1.700 -1.452 0.52 0.00 0.15
H -4.314 2.432 0.745 -0.20 0.68 -0.50
H -4.493 3.812 -0.452 -0.07 -0.61 0.07
H -2.212 4.089 -0.059 -0.26 -0.59 0.03
H -1.973 2.701 -1.139 -0.26 0.05 0.50
H -6.930 -1.253 0.945 0.27 0.07 -0.75
H -6.762 0.793 -0.035 0.23 -0.81 -0.38
H -3.742 -2.882 2.379 -0.33 -0.10 -0.55
H -5.338 -2.270 1.946 0.61 -0.21 -0.20
C -9.899 3.144 -4.444 0.06 -0.01 -0.03
C -9.103 2.953 -5.568 0.01 -0.04 0.06
C -7.973 2.148 -5.493 -0.03 0.03 -0.03
C -7.636 1.540 -4.291 0.13 0.00 -0.18
C -8.423 1.743 -3.173 -0.10 0.02 0.15
C -9.557 2.540 -3.242 -0.03 0.08 -0.05
H -10.784 3.766 -4.506 0.03 -0.01 0.00
H -9.366 3.430 -6.505 0.00 -0.02 0.02
H -7.357 1.994 -6.370 -0.02 0.01 0.02
H -6.763 0.903 -4.219 0.00 0.03 -0.07
H -8.150 1.271 -2.243 -0.02 -0.08 0.18
H -10.171 2.692 -2.362 0.01 -0.01 -0.03
C 11.554 2.483 2.404 -0.01 0.01 -0.02
C 11.303 3.114 3.615 0.01 -0.01 0.01
C 9.996 3.390 3.997 -0.01 -0.01 -0.02
C 8.941 3.039 3.165 0.02 0.02 0.02
C 9.192 2.416 1.950 0.01 -0.08 -0.06
C 10.499 2.137 1.569 0.02 0.02 0.06
H 12.573 2.262 2.109 -0.02 0.02 0.01
H 12.126 3.390 4.263 -0.02 -0.02 -0.01
H 9.800 3.879 4.944 0.01 -0.01 -0.02
H 7.921 3.251 3.463 0.01 -0.01 -0.04
H 8.369 2.148 1.299 0.09 0.04 0.06
H 10.695 1.649 0.622 -0.01 0.01 0.02



Please write out number 1 again, unchanged.
20
Properties=species:S:1:pos:R:3:forces:R:3 method="wB97M-V/def2-TZVPD" charge=+1 gap_ev=10.16 lumo_ha=-0.1077 relative_energy_kcal_mol=9.7
N 0.302 1.225 -0.445 0.13 -0.87 -0.64
C 0.053 -0.139 0.187 -2.03 1.22 1.57
C 1.249 -0.996 0.346 0.98 -0.90 -0.52
S 1.746 -1.727 -1.254 0.28 -0.95 0.22
C -0.563 0.089 1.618 0.89 1.00 0.20
N -1.609 1.110 1.593 -0.08 -0.74 -0.44
H -0.548 1.787 -0.339 0.13 0.22 1.07
H 1.133 1.572 0.028 -0.19 0.83 -0.22
H 0.390 1.213 -1.502 0.44 -0.90 0.87
H -0.794 -0.562 -0.362 0.66 -0.27 -0.34
H 2.139 -0.552 0.843 -0.61 0.30 -0.57
H 1.002 -1.797 1.042 -0.16 -0.13 -0.18
H 1.142 -2.943 -1.088 0.30 0.66 -0.04
H 0.197 0.466 2.327 0.12 -0.31 -0.45
H -0.840 -0.899 2.012 -0.27 0.28 -0.22
H -1.501 1.776 2.342 -0.15 -0.04 0.11
H -2.517 0.671 1.659 -0.15 0.32 0.01
H 0.158 -0.721 -3.015 0.28 0.24 0.20
H -1.041 0.225 -3.135 0.88 0.18 0.06
O -0.097 0.201 -2.857 -1.45 -0.14 -0.73